[1]
# C6H10ClF4O3P

2 unconnected molecules or ions with the total composition C6H10ClF4O3P in a non-equilibrium geometry (ωB97M-V/def2-TZVPD, OMol25).

**HOMO level (spin up / spin down)**: -0.3456 / -0.3065 hartree
**Spin multiplicity**: 1

Each line ends with the natural charge from an NBO analysis.
CARTESIAN COORDINATES (ANGSTROEM)
Cl -4.253 -0.120 1.609  0.02
P 0.002 -0.505 -0.801  2.27
F -2.123 -1.366 -2.310  -0.31
F -4.119 1.513 -0.404  -0.31
F -2.723 1.886 1.244  -0.35
F -1.935 -2.447 -0.475  -0.32
O 1.031 -0.774 -1.793  -1.06
O 0.233 -1.022 0.714  -0.82
O -0.617 0.971 -0.678  -0.80
C 1.282 2.246 -0.092  -0.66
C 2.476 -1.701 1.022  -0.63
C -1.608 -1.352 -1.117  0.36
C 0.099 2.155 -1.033  -0.06
C -3.425 0.909 0.542  0.62
C 1.009 -2.205 0.991  -0.04
H 2.440 -0.944 1.752  0.21
H -0.615 2.890 -0.939  0.20
H 3.103 -2.417 1.305  0.20
H 0.804 -2.823 0.181  0.18
H 0.459 2.362 -2.114  0.20
H 0.690 -2.640 1.839  0.19
H 2.195 2.588 -0.602  0.22
H 1.510 1.356 0.432  0.22
H 1.271 2.923 0.766  0.22
H 2.814 -1.482 -0.038  0.24

[2]
# C6H10ClN

3 unconnected molecules or ions with the total composition C6H10ClN in a non-equilibrium geometry (ωB97M-V/def2-TZVPD, OMol25).

**HOMO level**: -0.3208 hartree
**Spin multiplicity**: 1

Each line ends with the natural charge from an NBO analysis.
CARTESIAN COORDINATES (ANGSTROEM)
Cl 2.542 -0.390 0.602  0.02
N -3.428 0.298 0.954  -0.78
C -0.208 -1.747 -0.576  -0.67
C -2.759 -0.141 -0.309  -0.28
C 1.273 0.399 -0.289  -0.07
C 1.573 1.756 -0.611  -0.41
C -1.249 0.511 -0.234  -0.17
C -0.124 -0.187 -0.377  -0.12
H -2.336 0.694 1.939  0.35
H -4.065 1.452 0.541  0.35
H 0.843 -1.972 -1.332  0.23
H -0.982 1.615 0.073  0.22
H -1.248 -1.944 -1.275  0.23
H -0.148 -2.465 0.500  0.25
H -3.367 0.011 -1.262  0.21
H 2.577 2.044 -0.308  0.20
H 1.090 2.809 -1.014  0.24
H -2.614 -1.247 -0.395  0.20

[3]
# C6H10ClN2S

2 unconnected molecules or ions with the total composition C6H10ClN2S in a non-equilibrium geometry (ωB97M-V/def2-TZVPD, OMol25).

**Total charge**: +1
**HOMO level**: -0.4709 hartree
**Spin multiplicity**: 1

Each line ends with the natural charge from an NBO analysis.
CARTESIAN COORDINATES (ANGSTROEM)
Cl 2.872 -2.140 -0.438  0.11
S 3.733 0.663 0.367  0.42
N -0.841 -1.769 -0.908  -0.85
N 0.038 0.686 1.663  -0.68
C 1.510 0.097 -0.929  -0.37
C 1.550 1.543 -0.754  -0.25
C 2.649 -0.480 -0.432  -0.22
C 2.598 2.041 -0.087  -0.32
C -1.118 -0.786 0.087  -0.35
C -0.007 -0.489 0.928  0.31
H 0.757 -0.431 -1.553  0.29
H -1.662 0.148 -0.114  0.25
H 2.789 3.048 0.101  0.25
H 0.644 2.229 -0.719  0.23
H -0.551 1.442 1.438  0.41
H 0.827 0.997 2.242  0.44
H -1.675 -1.881 -1.489  0.40
H 0.794 -1.261 1.107  0.26
H -1.913 -1.197 0.793  0.27
H -0.336 -2.595 -0.759  0.40